1.
Density functional theory data (ωB97M-V/def2-TZVPD) for one molecule with the formula C5H9N3.

Values from the calculation:
* SMILES string: N[C@@H]1CN2N=CC[C@H]12
* frontier orbital gap: 9.42 eV
* E_LUMO: 1.0 eV

Last column: natural (NBO) charge in e.
Positions of all 17 atoms, in Å:
N: 0.5567 1.3646 0.3000  -0.269
N: 1.5167 1.0248 -0.6469  -0.225
N: -1.4559 -1.0411 -0.6863  -0.837
C: 0.1408 0.0113 0.9970  -0.072
C: 1.8547 -0.2152 -0.5663  0.040
C: -0.8586 1.4743 -0.1551  -0.244
C: 1.1998 -0.9649 0.5190  -0.510
C: -1.2136 0.0645 0.3066  -0.092
H: 1.9825 -1.1058 1.2269  0.231
H: 2.6229 -0.6697 -1.2135  0.204
H: -0.9506 1.6300 -1.2392  0.203
H: -0.6348 -1.4240 -1.1699  0.357
H: -2.0961 -0.1156 0.9196  0.204
H: -1.4223 2.2792 0.3687  0.211
H: -2.0221 -0.5177 -1.3225  0.355
H: 0.7081 -1.8731 0.3012  0.231
H: 0.0718 0.0784 2.0607  0.213


2.
Density functional theory data (ωB97M-V/def2-TZVPD) for one molecule with the formula C5H9N3.

Values from the calculation:
* SMILES string: CN1C=N[C@H]2C[C@H]2N1
* frontier orbital gap: 8.59 eV
* E_LUMO: 0.9 eV

Last column: natural (NBO) charge in e.
Positions of all 17 atoms, in Å:
N: -1.1531 -0.1627 -0.0698  -0.312
N: 0.8066 -0.0704 -1.3056  -0.502
N: -0.4871 -0.0343 1.1655  -0.441
C: 1.6966 -0.1638 -0.1470  -0.083
C: 0.9431 -0.0594 1.0828  -0.115
C: -0.5291 0.1435 -1.2527  0.229
C: 1.8780 1.0863 0.6407  -0.453
C: -2.5182 -0.6655 -0.3663  -0.406
H: 2.8277 1.1068 1.2707  0.243
H: -0.9196 0.8389 1.8082  0.337
H: -2.1931 -0.6237 -1.6266  0.216
H: -2.9055 -1.7030 0.2374  0.223
H: 1.0753 -0.7543 1.9538  0.213
H: 1.0579 1.8229 0.4594  0.244
H: -1.0696 0.1037 -2.1594  0.186
H: 2.4644 -1.1075 -0.1044  0.238
H: -3.3246 0.1410 -0.1149  0.183


3.
Density functional theory data (ωB97M-V/def2-TZVPD) for one molecule with the formula C5H9N3.

Values from the calculation:
* SMILES string: Cc1cc(N)[nH]c1N
* frontier orbital gap: 6.77 eV
* E_LUMO: 0.8 eV

Last column: natural (NBO) charge in e.
Positions of all 17 atoms, in Å:
N: -1.4238 1.8391 -0.0543  -0.850
N: 0.8972 1.0926 -0.0812  -0.546
N: 2.9568 -0.0703 -0.0517  -0.844
C: -1.9217 -1.3497 -0.0185  -0.630
C: 0.6429 -1.0975 -0.0600  -0.355
C: -0.6462 -0.5591 -0.0953  -0.165
C: -0.4794 0.8310 -0.0311  0.284
C: 1.5558 -0.0660 -0.1359  0.295
H: 3.2121 0.8326 0.3190  0.375
H: -1.0218 2.7629 0.0620  0.388
H: -2.6621 -1.1565 -0.8255  0.206
H: 3.4052 -0.9686 0.1512  0.404
H: -2.5134 -1.0005 0.8605  0.206
H: -1.7098 -2.4799 -0.0844  0.225
H: 0.8453 -2.1532 0.0938  0.208
H: 1.2059 2.0273 -0.1321  0.396
H: -2.3430 1.5157 0.0834  0.403


4.
Density functional theory data (ωB97M-V/def2-TZVPD) for one molecule with the formula C5H9N3.

Values from the calculation:
* SMILES string: C1=NN[C@@H]2C[C@H]2NC1
* frontier orbital gap: 9.45 eV
* E_LUMO: 1.1 eV

Last column: natural (NBO) charge in e.
Positions of all 17 atoms, in Å:
N: 0.9350 1.5955 0.0517  -0.265
N: 0.1741 -1.6602 -0.2275  -0.570
N: -0.3676 1.8589 0.0124  -0.428
C: -0.6756 -0.6100 0.4762  -0.106
C: 1.5083 -1.0160 0.0482  -0.323
C: -0.8205 0.6392 -0.2561  -0.103
C: -2.0825 -0.2753 0.1028  -0.433
C: 1.6388 0.5739 0.0606  -0.012
H: 1.7696 -1.6081 0.9728  0.231
H: -0.3172 -0.7289 1.6316  0.230
H: 2.7274 0.9483 0.5537  0.191
H: 2.3542 -1.1506 -0.9036  0.220
H: -2.9023 0.0898 0.9570  0.233
H: -0.7996 0.5511 -1.3371  0.180
H: -0.1011 -1.1202 -1.2476  0.318
H: -0.5171 2.7806 -0.1625  0.410
H: -2.5240 -0.8681 -0.7325  0.227


Which is the most stable structure? 3 is the most stable.


1.
Density functional theory data (ωB97M-V/def2-TZVPD) for one molecule with the formula C3H7NO3.

Values from the calculation:
* SMILES string: COCO/C=N\O
* frontier orbital gap: 9.86 eV
* E_LUMO: 0.7 eV

Last column: natural (NBO) charge in e.
Positions of all 14 atoms, in Å:
O: -0.6765 -0.4713 -0.4193  -0.519
O: -2.4936 1.0523 0.4299  -0.543
O: 1.4278 0.3343 -0.3990  -0.542
N: -1.6165 0.5009 1.3696  -0.143
C: 2.8170 -0.1153 -0.6229  -0.276
C: 0.6130 -0.7676 -0.7951  0.223
C: -0.7126 -0.3086 0.8895  0.253
H: 1.0417 -1.7525 -0.3485  0.150
H: 0.6922 -0.7860 -1.9694  0.177
H: -0.0898 -0.8524 1.6821  0.204
H: 2.8216 -1.1371 -0.2133  0.172
H: -2.2481 0.4705 -0.5127  0.451
H: 3.1022 -0.1349 -1.7074  0.178
H: 3.6296 0.5126 -0.2398  0.214


2.
Density functional theory data (ωB97M-V/def2-TZVPD) for a 2-piece molecular cluster, C3H7NO3 overall.

Values from the calculation:
* SMILES string: O=CCNC=O.O
* frontier orbital gap: 10.27 eV
* E_LUMO: 0.5 eV

Last column: natural (NBO) charge in e.
Positions of all 14 atoms, in Å:
O: 1.0097 1.8120 -3.7404  -0.924
O: -1.1133 -1.7998 2.2028  -0.575
O: 1.7481 -0.3254 -0.1981  -0.493
N: -1.1180 0.2753 1.2120  -0.615
C: 0.7150 0.2123 -0.5022  0.410
C: -0.6712 -0.2947 -0.0461  -0.344
C: -0.9967 -0.6051 2.3026  0.522
H: -0.7737 -1.3818 0.0216  0.261
H: -1.3962 0.0944 -0.7854  0.204
H: -0.7880 1.2098 1.4754  0.386
H: -0.9920 -0.1747 3.3221  0.125
H: 0.8142 1.2769 -0.7972  0.118
H: 1.7210 1.2424 -3.3981  0.461
H: 1.6332 2.2903 -4.3157  0.464


3.
Density functional theory data (ωB97M-V/def2-TZVPD) for one molecule with the formula C3H7NO3.

Values from the calculation:
* SMILES string: O=C(O)CCNO
* frontier orbital gap: 10.03 eV
* E_LUMO: 0.7 eV

Last column: natural (NBO) charge in e.
Positions of all 14 atoms, in Å:
O: -2.3461 -1.2656 -0.8561  -0.652
O: -1.2988 0.6896 -1.1623  -0.577
O: 1.8390 1.7912 -0.3049  -0.576
N: 0.9683 1.1965 0.6953  -0.359
C: -0.4123 -0.8706 0.4558  -0.539
C: -1.3725 -0.3702 -0.6693  0.794
C: 0.9798 -0.2290 0.4184  -0.222
H: 1.5996 -0.8169 1.2723  0.184
H: -0.7287 -0.7074 1.5215  0.239
H: 2.3683 2.2771 0.1546  0.449
H: -0.1928 -1.8014 0.1259  0.226
H: -0.0141 1.6032 0.5247  0.356
H: -2.7255 -0.9800 -1.5731  0.472
H: 1.3356 -0.5163 -0.6027  0.203


4.
Density functional theory data (ωB97M-V/def2-TZVPD) for a 2-piece molecular cluster, C3H7NO3 overall.

Values from the calculation:
* frontier orbital gap (spin up / spin down): 8.39 / 7.81 eV
* E_LUMO (spin up / spin down): -0.2 / -0.2 eV

Last column: natural (NBO) charge in e.
Positions of all 14 atoms, in Å:
O: 1.4335 1.6139 -0.2577  -0.702
O: 1.2979 -0.9304 -0.3582  -0.420
O: -0.3605 0.7249 1.2755  -0.624
N: 2.3106 -0.6292 0.4108  -0.400
C: -0.4982 0.4053 0.0108  0.467
C: -1.6122 -0.4642 -0.4080  -0.685
C: 0.5772 0.9044 -0.8230  0.254
H: 0.4422 1.3225 1.2879  0.517
H: -1.5118 -0.7281 -1.4554  0.240
H: -1.6200 -1.3700 0.1979  0.254
H: 2.0853 -0.7121 1.4086  0.322
H: -2.5592 0.0493 -0.2398  0.243
H: 0.5269 0.7636 -1.8995  0.164
H: 2.6843 0.3091 0.1734  0.370


Which is the most stable structure? 2 is the most stable.